74
Properties=species:S:1:pos:R:3:forces:R:3:mulliken_charge:R:1 method="wB97M-V/def2-TZVPD" spin_multiplicity=2 largest_force_ha_per_bohr=0.050 charge=-1 e_lumo_ev="2.24 / 2.17" orbital_gap_ha="0.2028 / 0.2063"
V 0.51394 -2.17809 -1.31059 -2.3690 0.8880 -0.3011 0.2395
O 4.38844 1.38307 -2.28700 0.0757 -0.0224 -0.0246 -0.6924
C 3.83046 1.25816 -3.50313 -0.0175 -0.0690 0.0896 0.4358
C 4.38934 1.97676 -4.55895 0.0331 0.0494 -0.0561 -0.7081
C 3.86873 1.86522 -5.83520 -0.0319 -0.0340 0.0226 -0.2811
C 2.77665 1.03817 -6.08474 -0.0233 -0.0307 0.0088 -0.9446
C 2.20597 0.33567 -5.03711 0.0277 0.1180 -0.0417 -0.3936
C 2.71385 0.43526 -3.74208 -0.2858 0.1801 -0.0067 0.4004
C 2.06731 -0.34359 -2.66490 0.1585 -0.3122 0.0179 0.7563
O 0.98653 -1.00770 -2.89889 0.8519 0.4008 0.0117 -1.0508
N 2.68251 -0.39228 -1.50231 0.3715 -0.2585 0.2502 -1.2888
N 2.07912 -1.34813 -0.71078 0.2755 0.4235 0.6794 1.0850
C 2.60879 -1.72312 0.45881 0.3111 0.1294 -0.0858 -0.9224
C 1.95213 -2.81192 1.04837 -0.0551 0.1766 -0.3546 0.8888
C 2.40414 -3.50389 2.19201 -0.1156 -0.0350 0.2313 -1.1333
C 1.72762 -4.60998 2.61822 0.0723 0.0592 0.0772 -0.3194
C 0.57952 -5.02879 1.91755 -0.0862 0.0504 -0.1202 -0.9007
C 0.17920 -4.31971 0.81456 -0.1824 -0.1371 0.2782 -0.1558
N 0.82725 -3.22856 0.35999 0.9248 0.1216 0.6115 0.7774
H 3.95584 0.70500 -1.69735 -0.0752 0.0909 -0.0170 0.6649
H 5.24352 2.61075 -4.35183 -0.0337 -0.0423 0.0028 0.4210
H 4.32479 2.42063 -6.64701 -0.0172 -0.0043 0.0245 0.3554
H 2.37871 0.93971 -7.08669 0.0069 0.0107 0.0224 0.4005
H 1.35463 -0.31351 -5.19716 0.0119 -0.0175 0.0171 0.4803
H 3.48964 -1.25109 0.87145 0.0614 0.0002 -0.0753 0.4125
H 3.28767 -3.14910 2.70835 -0.0106 0.0058 -0.0455 0.4426
H 2.07345 -5.15806 3.48757 -0.0282 0.0058 -0.0330 0.3885
H 0.01857 -5.90398 2.21595 0.0071 0.0348 0.0125 0.4915
H -0.72309 -4.59218 0.28522 0.0107 -0.0048 -0.1230 0.1921
C -2.86510 -2.84939 2.46720 -0.0494 0.0083 -0.0722 -1.3345
As -1.60621 -1.38515 2.10439 0.1858 -0.1334 0.0126 0.8599
C -1.18229 -1.04097 4.00377 -0.0892 0.0247 0.0017 -1.4795
C -3.04859 -0.06966 1.81655 0.0104 0.0486 -0.0906 -2.3371
C -2.68888 1.35017 1.35068 0.1685 0.0327 -0.0301 2.9329
C -3.99531 2.16329 1.42492 0.0793 0.0015 0.0963 -2.3316
C -2.25935 1.40014 -0.13129 -0.0308 -0.0931 0.1702 -2.2444
As -0.66575 0.52329 -0.97960 -0.4940 -0.0488 0.0223 0.6752
C 0.55513 2.05841 -0.90496 0.0817 -0.1026 0.0520 -1.4313
C -1.37993 0.90073 -2.76388 -0.0360 0.0854 0.0121 -1.2590
C -1.59452 1.94120 2.27980 -0.1942 -0.0421 -0.1887 -1.4043
As -1.67651 3.84772 2.79356 0.0329 0.0243 -0.0133 0.1888
C -0.13709 3.72815 4.00815 0.0896 -0.0256 0.0064 -1.1776
C -0.68475 4.67109 1.31276 0.0168 -0.0158 -0.0316 -0.9919
H -3.65138 -2.52135 3.15174 0.0192 0.0048 -0.0191 0.4405
H -2.33947 -3.69714 2.90429 0.0725 0.0099 -0.0186 0.4208
H -3.31125 -3.16708 1.52390 0.0214 -0.0064 0.0074 0.3108
H -2.06161 -0.74488 4.58350 0.0246 -0.0261 -0.0408 0.4191
H -0.41456 -0.27380 4.08772 0.0147 0.0218 0.0145 0.3327
H -0.77805 -1.96670 4.41579 -0.0053 -0.0053 -0.0037 0.4431
H -3.61894 -0.00950 2.74974 -0.0102 0.0188 0.0112 0.5836
H -3.70386 -0.52649 1.06861 -0.0127 -0.0519 -0.0091 0.5127
H -4.77513 1.67287 0.83574 0.0464 0.0126 0.0312 0.4818
H -3.86170 3.17519 1.03420 -0.0102 0.0063 -0.0014 0.5254
H -4.34406 2.24727 2.45735 -0.0129 0.0036 -0.0195 0.4957
H -2.14318 2.45432 -0.39969 -0.0072 0.0180 -0.1088 0.4560
H -3.08972 1.01501 -0.73006 -0.0271 -0.0060 -0.0035 0.5915
H -0.01294 2.98572 -0.96785 -0.0370 -0.0207 -0.0217 0.4508
H 1.24465 2.00450 -1.74371 0.0383 -0.0136 -0.0337 0.5011
H 1.14245 2.04578 0.01199 0.0142 -0.0102 0.0278 0.2909
H -1.81983 1.89897 -2.78464 -0.0067 0.0308 0.0036 0.4529
H -2.14041 0.15843 -2.99956 -0.0156 -0.0443 0.0079 0.3317
H -0.59065 0.82927 -3.50578 0.0854 -0.0372 0.0107 0.3174
H -0.60331 1.73347 1.86823 0.0684 -0.0290 0.0291 0.3495
H -1.63992 1.44052 3.24737 -0.0426 -0.0153 0.0687 0.5736
H -0.42628 3.21505 4.92531 -0.0175 -0.0029 -0.0131 0.3481
H 0.20933 4.72870 4.26933 -0.0353 -0.0058 -0.0152 0.4015
H 0.68443 3.18083 3.54031 -0.0313 0.0230 0.0065 0.3207
H -1.30461 4.72770 0.41787 -0.0069 -0.0131 0.0104 0.2726
H 0.22003 4.10747 1.08583 -0.0178 0.0123 0.0088 0.1947
H -0.40997 5.68599 1.60130 -0.0161 0.0066 0.0049 0.4922
Se 1.65302 -3.73721 -2.64612 0.7628 -1.3809 -1.0997 -0.1571
Te 0.67572 -5.98746 -2.19387 -0.2135 0.1345 0.0260 -0.2834
Te -1.94909 -5.22735 -2.54199 0.0488 -0.1872 -0.1110 -0.1733
Se -1.79583 -2.79183 -1.91119 -0.3309 0.0115 0.2300 -0.4050